Below is a 13-piece molecular cluster, C5H36N2O13 overall at a distorted geometry, with properties calculated with the ωB97M-V functional and the def2-TZVPD basis.

HOMO-LUMO gap: 9.24 eV
energy relative to the best compared isomer or geometry (same formula, charge and spin): 85.19 kcal per mole
highest occupied orbital energy: -9.009 eV

Last column: Löwdin charge in e.
Cartesian coordinates (Å):
C1 -1.131860 0.378907 0.458511  -0.17
N1 -1.210488 -0.430861 -0.771983  0.09
C2 -0.871247 0.069652 -1.941948  -0.31
O1 -0.066035 1.003732 -2.092799  -0.06
C3 -1.209847 -0.476638 1.709558  -0.20
C4 -1.865831 0.090928 2.995653  -0.16
C5 -1.060355 1.322325 3.437704  -0.30
N2 0.376950 1.393571 3.378598  0.01
H1 -1.992340 1.058871 0.530551  0.11
H2 -0.238213 0.994144 0.458048  0.09
H3 -1.905499 -1.164162 -0.587115  0.09
H4 -1.209438 -0.441540 -2.846275  0.16
H5 -0.194975 -0.812629 1.959842  0.10
H6 -1.614160 -1.482451 1.537497  0.10
H7 -1.732282 -0.657182 3.781319  0.11
H8 -2.934827 0.135430 2.821164  0.08
H9 -1.432253 2.234048 2.958790  0.11
H10 -1.331230 1.541695 4.480162  0.10
H11 0.831560 1.663642 2.516295  0.01
H12 0.846767 0.579976 3.752731  0.07
H13 3.404081 2.474024 -2.483643  0.07
H14 1.940169 2.275203 -2.049067  0.02
O2 2.853141 2.179357 -1.754230  -0.04
H15 -3.519592 1.491478 -1.159986  0.03
H16 -2.306516 2.389331 -1.092284  0.01
O3 -3.009402 2.120465 -1.687363  -0.03
H17 2.093041 1.084940 -0.069890  0.02
H18 1.670400 -0.141306 -0.724831  0.05
O4 2.214912 0.131238 0.029386  -0.04
H19 -0.274838 3.837681 -0.991040  0.07
H20 0.010631 2.386187 -1.201440  -0.01
O5 0.457032 3.215403 -0.895708  -0.08
H21 2.124468 -2.562384 2.045752  0.05
H22 2.373291 -1.471279 0.993285  0.00
O6 2.440117 -2.425496 1.146096  -0.05
H23 1.231551 -0.103831 -3.118309  0.00
H24 2.216325 -0.624634 -4.091506  0.05
O7 1.297572 -0.768076 -3.825346  -0.07
H25 1.848201 -3.166396 -3.096775  0.06
H26 0.702384 -2.415646 -2.644253  0.02
O8 1.199051 -3.205066 -2.382361  -0.05
H27 -4.736712 0.146153 1.681713  0.04
H28 -3.614676 -0.671060 1.124816  0.00
O9 -4.437791 -0.245473 0.853737  -0.04
H29 0.905222 -3.437278 -0.645046  0.01
H30 0.814999 -3.580583 0.735708  0.02
O10 0.320900 -3.941544 -0.029815  -0.10
H31 3.403156 0.055633 -1.410705  0.00
H32 3.244915 -1.282680 -2.160292  0.01
O11 3.628425 -0.422115 -2.224522  -0.06
H33 -1.473074 -3.281650 0.160316  0.02
H34 -2.145176 -3.676077 -1.088724  0.06
O12 -2.138841 -2.938293 -0.467034  -0.08
H35 1.481692 2.851252 0.630267  -0.01
H36 2.048837 3.788103 1.785340  0.06
O13 1.677707 2.932962 1.571451  -0.06

Atomic forces in eV per Å
-0.30 0.39 0.33
-1.03 0.92 1.95
0.54 -0.43 -0.62
-0.16 0.00 0.25
0.87 -1.81 0.79
2.04 -0.81 -1.07
-1.17 1.82 0.96
0.16 -1.10 0.25
0.06 0.05 -0.43
0.06 -0.05 0.06
0.50 -0.29 -1.43
-0.28 -0.29 0.16
0.11 0.48 0.09
-0.64 0.28 -0.50
-0.05 -0.21 -0.14
-0.12 0.97 0.37
0.01 -0.13 -0.42
-0.07 -0.27 0.01
-0.40 0.13 0.09
-0.10 -0.03 0.15
0.03 -0.08 -0.03
0.04 0.30 -0.13
0.01 0.14 0.09
-0.15 0.04 -0.05
0.06 0.13 0.05
-0.14 -0.16 0.03
0.62 0.18 0.50
-0.08 -0.42 0.17
-0.82 0.17 -0.25
0.38 0.45 0.20
0.69 0.03 -0.11
-1.15 -0.14 -0.19
0.24 0.10 0.07
0.07 0.13 0.00
-0.19 -0.15 0.22
-0.26 0.05 -0.31
-0.05 -0.18 -0.09
0.23 0.29 0.07
0.20 -0.44 0.19
-0.19 -0.02 0.14
0.17 0.56 -0.73
-0.26 0.10 -0.13
-0.11 -0.23 -0.23
0.25 0.10 0.13
-0.83 -0.89 -0.61
-0.54 -0.69 0.17
1.28 1.14 0.91
0.21 -0.20 -0.20
-0.26 -0.93 0.39
0.65 0.71 -0.57
0.26 0.26 -0.35
-0.23 0.21 -0.21
-0.39 -0.73 0.38
-0.03 1.07 -0.14
0.04 0.15 -0.38
0.22 -0.65 0.15

Below is a 13-piece molecular cluster, C5H36O13 overall at a distorted geometry, with properties calculated with the ωB97M-V functional and the def2-TZVPD basis.

multiplicity: 2
HOMO-LUMO gap (spin up / spin down): 2.28 / 10.46 eV
energy relative to the best compared isomer or geometry (same formula, charge and spin): 0.00 kcal per mole
<S²>: 0.75
highest occupied orbital energy (spin up / spin down): 0.234 / -8.023 eV
net charge: -1

Last column: Löwdin spin population.
Cartesian coordinates (Å):
C1 0.650730 -2.833659 0.209673  0.02
O1 -0.440111 -2.689313 1.098505  0.01
C2 1.534165 -1.592979 0.232691  0.02
C3 2.196847 -1.329369 1.588261  0.01
C4 2.781660 0.073254 1.598991  0.03
C5 3.325863 -2.358384 1.870396  0.01
H1 0.379618 -3.150611 -0.796889  0.01
H2 1.293051 -3.620519 0.611897  0.00
H3 -0.903299 -1.872696 0.856281  0.01
H4 0.966780 -0.689068 0.025740  0.01
H5 2.253672 -1.636374 -0.586892  0.01
H6 1.495970 -1.520872 2.403743  0.00
H7 2.966241 0.481943 2.595845  0.01
H8 3.685213 0.227368 1.002462  0.01
H9 2.089446 0.763931 1.116451  0.02
H10 2.995428 -3.362184 1.627169  0.00
H11 3.646209 -2.269847 2.912634  0.00
H12 4.249845 -2.080247 1.361075  0.00
H13 1.744720 0.188538 -1.708699  0.04
H14 1.621602 0.191408 -3.170196  0.05
O2 1.170679 -0.193691 -2.395950  0.14
H15 2.630694 4.297004 1.198362  0.01
H16 2.017829 3.470579 0.071004  0.03
O3 2.751582 4.068438 0.271360  0.05
H17 1.039617 -1.762592 -4.303634  0.02
H18 1.066679 -3.185519 -3.917434  0.01
O4 0.714142 -2.619798 -4.616205  0.04
H19 -1.591118 0.200511 -0.677115  0.01
H20 -1.322784 0.426752 0.963091  0.00
O5 -0.973734 0.350178 0.055801  0.03
H21 -2.691339 -2.614591 2.787527  0.00
H22 -1.205799 -2.500860 2.897111  0.00
O6 -2.008745 -2.385103 3.430827  0.01
H23 -4.158886 1.113709 -0.439703  0.01
H24 -4.143408 2.241443 0.562951  0.01
O7 -4.194972 1.277147 0.522426  0.01
H25 -3.137896 1.501505 -2.939186  0.01
H26 -2.978756 2.505394 -1.922584  0.01
O8 -3.603160 1.778472 -2.132568  0.02
H27 -0.821467 3.421045 -0.467528  0.01
H28 -1.346470 2.003912 -0.406424  0.01
O9 -1.544280 2.881911 -0.815502  0.04
H29 -0.664527 2.643595 1.612317  0.01
H30 -0.086904 3.857371 2.449172  0.01
O10 -0.063932 3.397956 1.606249  0.03
H31 -2.882199 -1.719831 -2.267931  0.01
H32 -1.439153 -1.302940 -2.512947  0.02
O11 -2.133379 -1.294398 -1.836253  0.04
H33 -0.090271 1.703241 -2.817162  0.03
H34 -0.714843 2.633739 -4.048021  0.02
O12 -0.504872 1.772886 -3.684393  0.07
H35 -1.410134 -0.246103 3.051497  0.00
H36 -2.475802 0.787478 3.225310  0.01
O13 -1.736044 0.570842 2.646400  0.02

Atomic forces in eV per Å
1.40 0.32 0.44
-0.61 -0.01 0.07
-0.26 0.42 0.06
1.54 -1.10 -0.31
-0.51 0.87 0.06
0.11 1.00 0.32
-0.41 0.28 -0.08
-0.41 -0.37 0.05
0.09 -0.02 -0.36
-0.44 -0.27 -0.18
0.32 -0.23 0.18
-0.37 0.56 -0.15
0.09 -0.20 0.05
0.13 -0.59 0.09
-0.30 0.15 0.17
0.29 -0.23 0.14
-0.35 -0.39 0.19
-0.16 -0.25 -0.63
-0.22 -0.13 0.30
-0.37 -0.05 -0.22
0.52 0.34 -0.35
-0.13 -0.09 -0.01
0.02 0.04 0.09
0.14 0.05 -0.09
-0.21 0.17 -0.17
-0.14 -0.21 -0.13
0.27 0.04 0.38
-0.54 -0.49 0.65
-0.97 -0.10 -0.59
1.07 0.33 0.04
-0.06 0.07 0.16
0.12 -0.28 0.02
0.09 0.14 -0.19
0.15 0.09 0.24
0.09 -0.20 0.02
-0.19 0.10 -0.09
-0.37 -0.59 0.07
-0.32 -0.15 0.71
0.69 0.57 -0.96
-0.12 0.27 -0.13
-0.10 0.34 -0.43
0.33 -0.10 0.43
-0.05 0.03 0.52
-0.29 -0.27 0.15
0.44 0.19 -0.52
-0.06 0.10 0.06
0.14 0.12 0.12
0.06 -0.21 -0.29
-0.02 0.87 0.08
0.43 0.42 0.87
-0.58 -1.35 -1.07
0.01 -0.13 -0.08
-0.20 0.17 -0.36
0.22 -0.07 0.64

Below is a 13-piece molecular cluster, C5H37N2O13 overall at a distorted geometry, with properties calculated with the ωB97M-V functional and the def2-TZVPD basis.

HOMO-LUMO gap: 10.00 eV
energy relative to the best compared isomer or geometry (same formula, charge and spin): 86.03 kcal per mole
highest occupied orbital energy: -12.235 eV
net charge: +1

Last column: Löwdin charge in e.
Cartesian coordinates (Å):
N1 -0.641628 -1.198553 -1.487083  0.21
C1 0.647610 -1.807810 -1.918541  -0.25
C2 0.605243 -3.225889 -2.377612  -0.02
C3 1.485869 -1.759590 -0.592755  -0.43
N2 2.792849 -1.373351 -0.645055  -0.15
C4 3.606570 -1.635099 0.520036  -0.05
C5 3.608083 -1.228522 -1.878682  -0.01
O1 0.919602 -1.895342 0.470972  0.08
H1 -0.931261 -1.566810 -0.570114  0.16
H2 -1.253018 -1.187201 -2.311901  0.14
H3 -0.585519 -0.149562 -1.251946  0.12
H4 1.144528 -1.161835 -2.630719  0.14
H5 1.567908 -3.732936 -2.305545  0.10
H6 0.323106 -3.320749 -3.429094  0.09
H7 -0.107985 -3.864718 -1.849348  0.10
H8 4.513699 -2.278061 0.381597  0.10
H9 3.180528 -2.290199 1.266019  0.10
H10 4.055942 -0.691112 0.825414  0.09
H11 3.046028 -1.561136 -2.739210  0.08
H12 4.562616 -1.719840 -1.767686  0.09
H13 3.912347 -0.183702 -2.015762  0.09
H14 -4.555532 0.049967 -0.381288  0.07
H15 -4.126834 1.017130 -1.220203  0.06
O2 -3.971542 0.040793 -1.162755  -0.08
H16 -2.886955 -1.242634 3.006769  0.03
H17 -2.516657 -2.494563 3.634983  0.05
O3 -2.206644 -1.590799 3.588574  -0.04
H18 -0.813506 1.821302 0.025139  0.03
H19 0.180754 2.044550 -1.180021  0.04
O4 -0.528984 1.479872 -0.838606  -0.06
H20 2.919111 0.746904 -0.640001  0.00
H21 2.429811 1.764687 0.370798  0.01
O5 2.143172 1.230156 -0.370297  -0.03
H22 -3.452024 -1.753602 -3.710248  0.05
H23 -3.731668 -1.319815 -2.157009  -0.01
O6 -3.264177 -1.897722 -2.783285  -0.08
H24 -1.981640 4.244889 1.519138  0.04
H25 -0.486195 4.070751 1.544690  0.02
O7 -1.191668 4.468547 1.017346  -0.06
H26 4.552125 1.784914 2.354930  0.05
H27 3.566997 2.935287 2.618092  0.05
O8 3.717474 2.163210 2.067108  -0.04
H28 -0.660722 2.047441 2.770456  0.03
H29 0.863258 1.804381 2.317554  0.04
O9 -0.002361 2.110256 2.070854  -0.04
H30 0.683250 4.715448 -2.619084  0.04
H31 -0.255728 4.822789 -1.336907  0.03
O10 0.094477 4.254154 -2.031788  -0.04
H32 0.833293 -4.799203 1.737285  0.04
H33 -0.696414 -4.750230 1.410956  0.04
O11 0.087675 -4.217526 1.571146  -0.06
H34 -2.425142 2.218965 -0.376345  0.00
H35 -3.472663 3.227563 -0.333099  0.07
O12 -3.257634 2.379257 0.065701  -0.04
H36 -1.894980 0.343709 3.628225  0.03
H37 -2.708643 0.601536 2.365110  0.03
O13 -2.358062 1.032301 3.146108  -0.04

Atomic forces in eV per Å
0.42 1.51 -0.93
1.56 0.77 2.36
-0.82 -1.30 -1.05
0.05 1.29 -0.10
1.15 -2.11 -1.08
1.87 -0.52 0.35
-0.62 0.68 0.66
-0.36 -0.24 -0.30
-0.33 -0.72 -0.62
-1.13 -0.88 0.84
0.74 -0.47 -0.13
-0.42 0.24 -0.27
0.15 0.32 0.19
-0.06 0.21 -0.02
0.08 0.34 0.32
-0.48 0.47 -1.20
-1.07 0.96 0.50
-0.40 0.01 0.90
0.28 -0.10 -0.27
-0.04 -0.73 -0.07
-0.36 0.08 -0.17
0.23 -1.31 0.07
1.11 -0.49 -0.92
-1.38 1.73 1.25
-0.10 0.30 0.02
0.40 -0.63 0.47
-0.40 -0.23 -0.38
1.03 -0.05 0.14
-0.07 0.17 0.29
-0.96 -0.16 -0.23
0.24 -0.06 0.04
0.28 0.24 0.31
-0.42 0.42 -0.23
-0.58 0.39 0.16
-0.25 0.36 -0.86
1.15 -0.85 0.28
-0.13 0.04 -0.06
0.07 -0.15 -0.15
0.05 0.12 -0.05
0.05 0.03 0.09
0.13 0.10 0.08
-0.31 -0.08 -0.18
0.07 -0.51 0.29
0.26 -0.39 0.59
-0.27 0.79 -1.02
0.17 0.63 0.01
0.26 0.25 -0.16
-0.46 -1.03 0.33
-0.21 -0.28 0.02
0.26 -0.33 0.12
-0.19 0.27 -0.05
0.53 -0.39 -0.31
-0.36 0.37 0.27
-0.48 0.31 -0.19
0.04 -0.29 0.21
0.06 0.23 -0.26
-0.04 0.69 0.12

Below is a 12-piece molecular cluster, C5H37N3O11 overall at a distorted geometry, with properties calculated with the ωB97M-V functional and the def2-TZVPD basis.

structure (SMILES): CN[C@@H](C)CNCN.O.O.O.O.O.O.O.O.O.O.O
HOMO-LUMO gap: 8.75 eV
energy relative to the best compared isomer or geometry (same formula, charge and spin): 137.09 kcal per mole
highest occupied orbital energy: -9.296 eV

Last column: Löwdin charge in e.
Cartesian coordinates (Å):
C1 -2.089837 2.820166 1.577416  -0.12
N1 -0.833849 2.316182 0.988137  -0.15
C2 -0.027887 2.960764 -0.092307  -0.27
C3 -0.118697 4.613327 -0.272434  -0.06
C4 1.546166 2.426131 -0.080054  -0.18
N2 1.605615 0.996737 -0.117195  -0.10
C5 1.820815 0.325558 -1.433999  -0.26
N3 1.818353 -1.172139 -1.333304  0.01
H1 -2.821898 2.537592 0.816715  0.09
H2 -2.169249 3.891821 1.728189  0.06
H3 -2.232384 2.305635 2.529943  0.08
H4 -0.380265 2.322039 1.951749  0.11
H5 -0.512798 2.457062 -1.093908  0.15
H6 -0.629252 4.738628 -1.252211  0.06
H7 -0.803563 5.311770 0.332940  0.07
H8 0.962172 5.006550 -0.238192  0.08
H9 2.208747 2.744339 0.742056  0.11
H10 1.993056 2.850987 -0.951972  0.10
H11 0.995695 0.470655 0.477279  0.08
H12 2.741437 0.891484 -1.860820  0.14
H13 0.990088 0.389733 -2.127837  0.06
H14 0.811886 -1.440560 -1.436108  0.08
H15 2.154989 -1.783177 -0.555680  0.06
O1 -0.041049 -2.689351 2.812189  -0.02
H16 0.513666 -3.126503 2.245797  -0.01
H17 0.489828 -2.439413 3.565355  0.05
O2 1.381314 -0.260057 3.512325  -0.06
H18 2.072771 -0.179889 4.161262  0.05
H19 0.624865 0.214593 3.973694  0.09
O3 0.484033 1.308018 -4.633298  -0.04
H20 -0.455254 1.156122 -4.527413  0.04
H21 0.932375 0.884803 -3.906204  -0.02
O4 -1.420816 -0.778896 1.765643  -0.07
H22 -0.581266 -1.181386 2.018324  -0.03
H23 -1.309176 0.184081 2.004648  0.03
O5 4.430995 0.567984 0.995251  -0.16
H24 4.906665 1.395493 0.540310  0.10
H25 3.467020 0.712368 0.732312  0.00
O6 -3.566013 -0.910306 -1.522943  -0.05
H26 -3.115868 -0.766492 -2.323530  0.01
H27 -4.468619 -1.194366 -1.716318  0.06
O7 -1.399812 0.041929 -1.335005  -0.02
H28 -1.323423 0.793675 -0.771465  -0.01
H29 -1.668598 -0.611161 -0.780329  -0.04
O8 1.639125 -2.259061 -4.188369  -0.13
H30 1.026183 -1.600686 -4.616652  0.03
H31 2.030737 -1.826736 -3.353359  0.02
O9 -1.884011 -4.004707 0.565336  -0.01
H32 -1.286519 -3.548667 0.176398  -0.11
H33 -1.599175 -3.757669 1.556385  0.11
O10 2.390580 -2.349355 1.353928  -0.04
H34 1.922073 -1.673203 1.870748  0.01
H35 3.267720 -2.017064 1.320897  0.03
O11 -5.100226 -1.768041 0.879286  -0.12
H36 -4.198639 -2.019548 0.552243  0.02
H37 -4.783150 -1.139277 1.624811  0.08

Atomic forces in eV per Å
-0.74 -0.07 -2.44
1.94 0.07 3.43
-0.65 0.39 -0.99
0.16 -0.64 -0.19
-2.55 0.21 0.82
1.29 -1.16 -1.29
0.82 -0.47 1.19
-1.05 -0.05 -0.34
-0.81 0.13 0.64
0.25 0.32 0.11
-0.28 0.00 -0.26
1.16 -0.16 -2.26
1.42 1.55 2.11
1.07 0.09 0.20
1.18 -1.66 0.06
-1.82 -0.32 -0.30
-0.92 0.57 0.26
0.24 0.12 -0.86
-0.62 0.16 0.16
-1.16 -1.65 0.41
-0.28 0.93 -0.04
1.25 0.31 0.00
0.19 1.71 -0.54
-2.29 1.18 1.94
2.46 -1.98 -2.20
0.23 0.09 0.34
-1.88 0.92 0.75
0.79 0.02 0.29
1.19 -0.92 -1.02
0.12 0.36 -0.64
-0.15 -0.14 0.24
0.00 -0.21 0.34
-0.09 2.16 0.20
-0.15 -0.38 0.23
-0.26 -1.41 -0.82
0.16 3.01 -1.81
-1.53 -2.87 1.55
1.13 -0.25 0.19
-1.89 -0.74 1.59
0.75 0.35 -1.57
0.20 0.00 -0.02
2.29 2.42 -3.23
0.16 0.90 0.80
-1.48 -3.08 2.63
-0.10 1.57 0.75
1.12 -0.87 0.85
-1.06 -0.70 -1.53
-4.89 -3.67 7.94
6.24 4.81 -4.99
-1.46 -1.04 -2.92
-1.40 -0.20 0.47
0.11 -0.04 -0.14
1.54 0.39 -0.11
2.27 1.41 1.70
-1.07 -0.02 0.03
-1.14 -1.46 -1.74

The records above give, respectively, E_tot values of -1299.7206 -1190.1986 -1300.1010 -1204.4370 a.u..